# C29H39N7O4SScSi

A structure of composition C29H39N7O4SScSi at a distorted geometry (ωB97M-V/def2-TZVPD, the OMol25 dataset).

Results
Charge: +1
LUMO level (eV): -2.2644
HOMO energy (eV): -9.7
DFT total energy (hartree): -3261.17912
Energy above the lowest of the compared OMol25 structures with the same formula, charge and spin (kcal per mole): 19.52

Each line ends with the Löwdin charge.
Geometry (Å):
1 Sc -1.020 -0.085 0.590  0.898
2 S 2.622 -2.358 -0.031  0.657
3 Si 0.760 0.789 -1.322  0.683
4 O -1.730 -3.825 -0.856  0.092
5 O -1.698 -1.626 -0.456  -0.154
6 O -0.716 -6.049 0.229  0.149
7 O 0.529 -6.356 2.056  0.131
8 N -2.382 1.778 1.865  -0.206
9 N 0.732 -3.732 2.605  0.195
10 N -2.626 1.013 -0.805  -0.005
11 N 3.643 -2.758 -2.436  0.053
12 N -2.884 -0.992 2.049  0.002
13 N -0.124 -1.924 1.740  0.062
14 N 0.414 1.178 2.058  -0.003
15 C -1.342 3.773 -3.465  -0.085
16 C -0.543 -3.030 1.015  -0.182
17 C 2.639 -3.062 -1.567  -0.745
18 C -0.019 -4.161 1.552  -0.084
19 C -1.383 -2.865 -0.190  -0.532
20 C 1.963 3.237 -0.247  -0.128
21 C 2.859 -4.101 -4.196  -0.056
22 C -0.745 2.041 -5.013  -0.077
23 C 3.777 -3.241 -3.700  -0.065
24 C -0.731 3.053 -2.443  -0.152
25 C 2.116 1.873 -0.536  -0.364
26 C 1.426 -1.608 3.704  0.016
27 C -3.636 1.262 2.443  -0.177
28 C -1.540 2.340 2.938  -0.172
29 C 4.306 1.995 0.537  -0.083
30 C -0.096 1.822 -2.671  -0.362
31 C -1.348 3.265 -4.757  -0.084
32 C 2.949 3.967 0.411  -0.086
33 C 1.780 -4.461 -3.357  -0.030
34 C 3.318 1.273 -0.127  -0.138
35 C -0.052 -5.631 1.290  -0.466
36 C 0.670 -2.393 2.688  -0.364
37 C 4.125 3.345 0.809  -0.090
38 C -0.127 1.336 -3.985  -0.109
39 C 1.672 -3.961 -2.092  -0.064
40 C -3.337 2.232 -0.375  -0.197
41 C -3.451 -0.096 3.067  -0.210
42 C -0.103 2.485 2.503  -0.200
43 C -2.687 2.816 0.865  -0.170
44 H -2.760 -0.057 3.909  0.112
45 H -1.808 4.730 -3.255  0.106
46 H 3.474 0.215 -0.315  0.024
47 H 0.765 -0.928 4.241  0.081
48 H 1.532 -0.165 -2.149  -0.034
49 H 2.960 -4.488 -5.199  0.112
50 H -1.750 3.297 0.579  0.107
51 H -4.375 1.169 1.647  0.118
52 H -3.328 3.593 1.300  0.140
53 H 2.804 5.025 0.601  0.105
54 H 1.278 -4.369 3.169  0.183
55 H 4.639 -2.895 -4.251  0.132
56 H 0.844 -4.234 -1.455  0.086
57 H -3.590 -1.218 1.353  0.102
58 H -1.583 1.665 3.796  0.120
59 H -0.760 3.471 -1.440  0.074
60 H -3.274 0.280 -1.075  0.101
61 H 0.487 2.901 3.320  0.132
62 H -2.080 1.210 -1.644  0.049
63 H -4.046 1.971 3.170  0.140
64 H 2.225 -1.039 3.224  0.093
65 H 1.024 -5.146 -3.723  0.122
66 H -1.815 3.822 -5.560  0.105
67 H 0.347 0.386 -4.211  0.090
68 H 0.671 0.618 2.863  0.057
69 H 1.276 1.324 1.527  0.055
70 H -0.002 3.176 1.668  0.099
71 H 1.885 -2.265 4.442  0.095
72 H 4.899 3.911 1.314  0.103
73 H -0.748 1.638 -6.018  0.106
74 H -3.306 2.985 -1.162  0.118
75 H -4.388 2.003 -0.209  0.114
76 H -1.140 -5.279 -0.238  0.074
77 H -2.618 -1.878 2.463  0.093
78 H -1.937 3.305 3.274  0.139
79 H 1.069 3.765 -0.562  0.079
80 H 5.224 1.502 0.835  0.105
81 H 4.336 -2.117 -2.074  0.139
82 H -4.408 -0.443 3.460  0.127